101
Properties=species:S:1:pos:R:3:forces:R:3 method="wB97M-V/def2-TZVPD" e_above_lowest_kcal_mol=413.04 total_charge=0 homo_ev=-7.1874 orbital_gap_ev=7.544
C 0.772 -2.052 -2.941 -0.888 -0.319 0.873
O 0.779 -3.404 -3.379 -0.870 -0.200 -0.909
H -0.157 -1.485 -2.993 0.124 -0.673 -1.300
H 0.901 -2.107 -1.860 -0.745 -0.323 -0.983
H 1.552 -1.450 -3.407 -1.683 -1.654 0.821
H 1.670 -3.726 -3.227 -0.003 -0.146 -0.025
C -2.953 1.753 -1.137 2.498 -1.080 -1.057
O -1.757 1.490 -0.420 -1.440 8.454 2.105
H -2.764 1.319 -2.119 -0.212 0.430 -0.849
H -3.790 1.146 -0.790 -0.452 0.872 0.003
H -3.037 2.837 -1.215 -0.726 -0.217 0.046
H -1.463 0.585 -0.552 -0.508 2.832 -0.638
C -0.355 -0.762 -0.017 0.916 0.253 -0.006
O -1.437 -0.433 -0.864 6.013 -5.033 0.074
H -0.634 -0.407 0.976 0.153 -0.613 -1.298
H -0.060 -1.810 -0.052 -0.598 -0.159 0.197
H 0.574 -0.245 -0.257 -1.524 0.200 -0.222
H -1.567 -1.162 -1.476 2.580 1.257 0.646
C -3.098 -1.638 -1.910 -4.512 -0.624 -2.039
O -1.776 -2.010 -2.139 -1.885 -5.259 -3.450
H -3.311 -0.933 -1.107 0.475 -1.300 -0.692
H -3.490 -1.107 -2.777 -0.053 -0.178 -0.470
H -3.657 -2.565 -1.784 -0.473 0.404 0.007
H -1.834 -2.792 -2.693 0.830 -0.213 -0.166
C 3.657 0.638 0.819 0.977 0.179 0.921
C 2.161 0.868 0.660 1.070 -4.343 6.487
C 1.384 0.338 1.896 1.165 1.099 0.449
O 1.745 -0.969 2.224 -0.529 -0.940 0.199
C 0.823 -1.609 3.126 0.794 -0.361 -0.100
N 1.936 2.309 0.531 -0.134 3.924 10.851
H 3.994 -0.314 1.230 -0.695 -0.488 -0.414
H 4.139 1.277 1.559 -0.234 0.772 0.054
H 4.052 0.840 -0.177 0.499 -0.232 0.962
H 1.872 0.383 -0.273 0.457 -0.336 2.340
H 0.306 0.471 1.803 0.365 0.373 0.177
H 1.730 0.991 2.697 -0.163 0.257 0.561
H 1.275 -2.534 3.482 0.186 -0.106 -0.373
H -0.131 -1.816 2.641 2.047 -0.081 0.614
H 0.628 -1.065 4.050 0.068 0.695 -0.005
H 0.962 2.575 0.563 -0.711 -0.152 -0.036
H 2.313 2.717 1.374 0.402 0.217 0.240
C 3.621 3.601 -0.941 -0.145 1.168 0.699
C 3.769 2.547 -2.033 -0.061 0.806 0.130
C 5.306 2.230 -2.141 -0.806 0.594 -1.542
C 5.540 0.973 -2.954 -0.491 -1.380 0.765
C 4.732 -0.218 -2.416 -0.426 -0.022 0.441
C 3.175 0.015 -2.296 1.862 -0.105 0.210
N 3.021 1.352 -1.657 1.382 -1.598 -0.764
O 1.737 1.583 -1.296 -3.389 0.045 -11.599
C 2.539 -0.046 -3.628 -0.119 2.455 -2.127
C 2.536 -1.130 -1.439 2.464 1.288 1.266
C 3.182 3.163 -3.302 0.778 0.120 -1.479
H 2.629 4.052 -0.929 -0.117 -0.148 -0.320
H 4.286 4.452 -1.085 0.391 -0.127 -0.424
H 3.736 3.277 0.093 0.750 -0.156 -0.582
H 5.800 2.963 -2.779 -0.373 0.796 0.155
H 5.799 2.381 -1.181 -0.103 -0.871 0.176
H 6.587 0.673 -2.972 0.127 0.136 0.059
H 5.247 1.087 -3.997 0.005 0.488 -0.065
H 5.077 -0.464 -1.412 0.175 -0.024 0.082
H 4.966 -1.083 -3.037 -0.339 -0.206 -0.071
H 2.567 -1.004 -4.147 0.776 0.576 -0.259
H 1.519 0.327 -3.528 -0.321 -0.385 -0.004
H 2.912 0.720 -4.308 0.678 -0.159 -0.071
H 3.105 -1.195 -0.511 0.050 -0.255 -0.044
H 1.510 -0.886 -1.163 1.175 -0.246 -0.658
H 2.566 -2.099 -1.937 0.865 0.559 0.361
H 3.587 2.591 -4.137 -0.086 0.100 -0.315
H 3.488 4.192 -3.492 0.375 0.119 0.315
H 2.103 3.199 -3.454 -0.106 -0.495 0.767
H 1.822 1.729 -0.351 -0.322 0.704 -5.930
C -3.241 -0.015 4.605 0.055 1.009 -0.548
C -4.386 -0.202 3.548 0.235 -1.497 2.013
C -4.463 0.935 2.564 -0.444 1.387 -0.086
C -3.454 0.959 1.479 0.720 -2.106 -0.006
C -3.390 -0.422 0.732 -0.875 0.531 2.439
C -3.225 -1.658 1.681 -0.967 0.550 0.851
N -4.178 -1.474 2.855 -1.149 -0.749 -1.814
O -4.254 -2.616 3.741 0.652 1.393 -1.142
C -3.660 -2.925 0.924 -0.718 -0.659 -0.216
C -1.778 -1.779 2.141 -1.445 -0.339 0.665
C -5.706 -0.275 4.378 -0.139 0.032 -0.107
H -2.291 0.143 4.095 0.154 -0.039 0.008
H -3.103 -0.802 5.347 -0.316 -0.321 -0.233
H -3.432 0.885 5.190 0.010 0.123 -0.006
H -5.460 1.046 2.136 -0.237 -0.417 0.072
H -4.266 1.897 3.038 -0.443 -0.010 0.838
H -2.489 1.122 1.957 0.283 0.037 -0.148
H -3.581 1.779 0.773 -0.252 -0.286 0.961
H -2.536 -0.387 0.056 -1.607 -0.278 1.617
H -4.301 -0.613 0.164 -0.482 0.308 0.361
H -3.510 -3.891 1.406 0.367 0.251 0.584
H -4.734 -2.924 0.737 -0.203 0.399 0.203
H -3.257 -3.066 -0.079 0.605 0.373 0.444
H -1.253 -0.830 2.240 -1.094 -0.147 0.045
H -1.671 -2.177 3.151 -0.669 -0.472 0.120
H -1.220 -2.450 1.488 -0.133 0.158 0.051
H -6.009 -1.255 4.746 0.661 -0.187 -0.104
H -6.585 0.050 3.820 0.158 0.320 -0.199
H -5.578 0.355 5.258 -0.247 0.180 -0.058
H -3.410 -2.530 4.191 0.290 -0.511 0.628